(1)
Below is a 5-piece molecular cluster, C25H64N6O9 overall in a non-equilibrium geometry, with properties calculated with ωB97M-V/def2-TZVPD.

Cartesian coordinates (Å):
C  -2.189  5.188  -5.522
O  -1.049  4.363  -5.466
C  -0.692  3.708  -4.272
C  -1.817  2.928  -3.605
N  -2.166  1.758  -4.423
C  -3.381  1.091  -3.903
C  -3.666  -0.053  -4.843
O  -3.779  0.354  -6.217
C  -4.792  1.296  -6.458
H  -1.936  6.148  -5.065
H  -3.099  4.812  -5.042
H  -2.466  5.270  -6.571
H  -0.269  4.489  -3.626
H  0.067  2.947  -4.477
H  -2.717  3.556  -3.570
H  -1.530  2.662  -2.588
H  -2.391  2.017  -5.376
H  -4.242  1.769  -3.917
H  -3.277  0.671  -2.903
H  -4.579  -0.587  -4.557
H  -2.862  -0.787  -4.833
H  -4.831  1.489  -7.526
H  -4.679  2.225  -5.887
H  -5.780  0.939  -6.133
C  7.215  -2.204  -2.075
O  5.810  -2.074  -2.095
C  5.112  -2.930  -1.214
C  3.741  -2.399  -0.789
N  2.928  -1.873  -1.887
C  2.913  -2.740  -3.072
C  2.123  -2.086  -4.210
O  2.456  -0.718  -4.299
C  2.007  -0.130  -5.517
H  7.695  -1.706  -1.234
H  7.548  -1.753  -3.009
H  7.551  -3.243  -2.144
H  5.731  -3.137  -0.330
H  5.077  -3.926  -1.678
H  3.844  -1.638  -0.020
H  3.162  -3.263  -0.454
H  3.163  -0.941  -2.204
H  2.526  -3.743  -2.888
H  3.934  -2.857  -3.454
H  1.037  -2.167  -4.094
H  2.435  -2.641  -5.101
H  2.289  0.907  -5.707
H  0.914  -0.142  -5.471
H  2.483  -0.647  -6.354
C  4.023  2.356  8.273
O  4.587  1.744  7.133
C  3.893  0.649  6.624
C  4.578  0.145  5.375
N  4.612  1.045  4.239
C  3.274  1.415  3.790
C  3.315  2.182  2.463
O  2.024  2.488  2.034
C  1.480  1.625  1.065
H  3.094  2.864  7.987
H  4.724  3.101  8.642
H  3.840  1.573  9.016
H  2.834  0.840  6.406
H  3.860  -0.221  7.301
H  4.079  -0.799  5.112
H  5.528  -0.300  5.695
H  5.055  1.887  4.597
H  2.757  2.106  4.468
H  2.596  0.562  3.705
H  3.927  1.624  1.744
H  3.889  3.100  2.618
H  1.941  1.774  0.084
H  0.431  1.880  0.893
H  1.434  0.610  1.470
C  -6.541  -1.179  6.587
O  -5.817  -1.245  5.382
C  -6.476  -1.828  4.267
C  -5.454  -2.099  3.188
N  -4.892  -0.846  2.640
C  -3.934  -1.079  1.581
C  -2.616  -1.761  2.003
O  -2.356  -1.607  3.374
C  -1.737  -2.630  4.073
H  -6.503  -2.088  7.189
H  -7.544  -0.775  6.419
H  -6.018  -0.398  7.148
H  -7.249  -1.116  3.969
H  -6.893  -2.815  4.501
H  -5.984  -2.501  2.319
H  -4.675  -2.772  3.558
H  -4.363  -0.452  3.416
H  -3.750  -0.125  1.079
H  -4.405  -1.641  0.768
H  -1.745  -1.350  1.481
H  -2.677  -2.834  1.773
H  -0.887  -3.009  3.473
H  -2.351  -3.522  4.245
H  -1.265  -2.256  4.979
N  0.252  -1.034  -0.925
C  -0.548  -0.095  -1.493
N  -0.238  0.101  -2.809
O  -1.547  0.387  -0.940
H  0.909  -1.503  -1.547
H  0.133  -1.204  0.056
H  -0.862  0.805  -3.211
H  0.689  0.017  -3.193

Its net charge is 0. As for the frontier orbital gap: 9.134 eV. The LUMO energy is 0.58 eV. Its SMILES is COCCNCCOC.COCCNCCOC.COCCNCCOC.COCCNCCOC.NC(N)=O. As for the HOMO energy: -8.55 eV. Its energy is -54325.5068 eV.

(2)
Below is C21H31N3O4 in the gas phase, with properties calculated with ωB97M-V/def2-TZVPD.

Cartesian coordinates (Å):
C  3.239  1.083  2.151
O  4.541  0.700  1.771
C  4.709  0.025  0.602
C  6.024  -0.275  0.247
C  6.280  -0.953  -0.926
C  5.241  -1.335  -1.759
C  3.927  -1.050  -1.414
C  2.810  -1.517  -2.330
N  1.569  -0.779  -2.314
C  1.707  0.603  -2.729
C  0.453  1.399  -2.386
N  0.254  1.306  -0.958
C  0.338  0.130  -0.330
O  0.192  0.004  0.877
C  0.635  -1.060  -1.239
C  -0.710  -1.570  -1.853
C  -1.950  -0.833  -1.369
O  -2.402  0.099  -2.018
N  -2.547  -1.278  -0.244
C  -1.989  -2.300  0.612
C  -3.811  -0.690  0.156
C  -3.746  0.156  1.433
C  -5.138  0.704  1.761
C  -5.058  1.620  2.983
O  -4.161  2.684  2.783
C  -2.853  2.219  2.532
C  -2.778  1.330  1.291
C  3.669  -0.370  -0.231
H  2.574  0.224  2.273
H  3.350  1.591  3.107
H  2.798  1.774  1.425
H  6.820  0.033  0.905
H  7.299  -1.184  -1.198
H  5.451  -1.861  -2.679
H  3.182  -1.494  -3.361
H  2.579  -2.562  -2.096
H  1.877  0.620  -3.812
H  2.573  1.085  -2.243
H  0.588  2.446  -2.659
H  -0.423  1.006  -2.911
H  -0.051  2.111  -0.433
H  1.044  -1.850  -0.603
H  -0.653  -1.403  -2.929
H  -0.809  -2.640  -1.683
H  -2.693  -2.503  1.415
H  -1.049  -1.963  1.052
H  -1.821  -3.231  0.067
H  -4.135  -0.060  -0.676
H  -4.540  -1.497  0.293
H  -3.410  -0.470  2.269
H  -5.839  -0.109  1.959
H  -5.506  1.281  0.911
H  -6.027  2.080  3.188
H  -4.750  1.032  3.864
H  -2.241  3.114  2.410
H  -2.486  1.656  3.406
H  -1.758  0.963  1.186
H  -3.043  1.911  0.406
H  2.653  -0.150  0.047

Its net charge is 0. As for the frontier orbital gap: 9.094 eV. The LUMO energy is 0.66 eV. Its SMILES is COc1cccc(CN2CCNC(=O)[C@H]2CC(=O)N(C)CC2CCOCC2)c1. As for the HOMO energy: -8.43 eV. Its energy is -34940.7101 eV.

(3)
Below is C4H7N in the gas phase in a non-equilibrium geometry, with properties calculated with ωB97M-V/def2-TZVPD.

Cartesian coordinates (Å):
C  -2.368  0.509  0.185
C  -0.935  0.579  -0.408
C  1.075  -0.796  -0.162
C  0.367  0.438  0.285
N  -2.756  -0.635  -0.045
H  -2.536  1.188  1.013
H  -0.903  0.220  -1.368
H  1.783  -1.064  0.657
H  1.692  -0.766  -1.093
H  0.527  -1.801  -0.401
H  0.895  1.370  0.064
H  0.269  0.559  1.440

Its net charge is 0. As for the frontier orbital gap (spin up / spin down): 9.092 / 8.315 eV. The LUMO energy (spin up / spin down) is 0.08 / 0.00 eV. As for the HOMO energy (spin up / spin down): -9.01 / -8.31 eV. Its energy is -5747.1318 eV.

Energy relative to the best compared isomer or geometry (same formula, charge and spin): 1.862 2.062 4.285 (eV)